No. 1
ORCA calculation (ωB97M-V with the def2-TZVPD basis set) on a structure of composition C36H96F6N9O24S6.

The calculation puts the largest force on an atom at 6.69 eV/A. The calculation puts the LUMO energy at -4.38 eV. The highest occupied orbital energy comes out at -14.7 eV. The charge is +3. Its gap between HOMO and LUMO is 10.3 eV.

XYZ file:
```
177
Properties=species:S:1:pos:R:3:mulliken_charge:R:1
C 14.3976 26.8227 20.4063 -0.892
O 14.6112 25.4533 20.0539 -0.202
C 15.8047 24.9374 20.5466 -0.828
C 16.1772 23.6663 19.7254 -0.155
N 15.0041 22.7580 19.5870 0.926
H 14.0987 23.2477 19.7446 0.599
H 14.9441 22.3704 18.6811 -0.351
C 15.0084 21.6505 20.6477 -1.156
C 13.6441 21.3765 21.1666 -0.031
O 13.1146 22.7056 21.4250 -0.369
C 11.8534 22.7087 22.0146 -0.840
H 13.4618 26.9741 19.8472 0.233
H 15.2190 27.3963 20.0570 0.339
H 14.2510 26.8740 21.4560 0.340
H 15.7901 24.7787 21.6444 0.387
H 16.6793 25.6721 20.3491 0.427
H 16.8996 23.1112 20.2928 0.494
H 16.5361 23.8597 18.7248 -0.104
H 15.7021 21.9912 21.4258 0.459
H 15.4705 20.7791 20.2018 0.588
H 13.9010 20.8698 22.0789 0.852
H 13.0376 20.8344 20.4617 -0.423
H 11.8174 22.1361 22.9187 0.336
H 11.0512 22.3567 21.3923 0.275
H 11.7088 23.8141 22.1420 0.253
C 18.7043 9.7377 23.7535 -0.665
O 17.7112 10.1243 22.7998 -0.362
C 17.0613 11.3648 22.9948 -0.911
C 16.2645 11.6390 21.7573 -0.530
N 15.3913 10.4790 21.4591 -0.107
H 15.8933 9.8623 20.8150 0.465
H 15.3622 9.8814 22.3271 0.407
C 13.9813 10.7237 21.0692 -0.504
C 13.3472 9.3929 20.6090 -0.623
O 14.3324 8.6893 19.8762 -0.302
C 14.1162 7.8810 18.7586 -0.762
H 18.5279 10.4956 24.5427 0.329
H 19.6413 9.8143 23.3013 0.248
H 18.4461 8.7207 24.1029 0.238
H 17.7078 12.1491 23.1842 0.663
H 16.3628 11.2555 23.7921 0.422
H 16.8052 11.9095 20.8566 0.335
H 15.5124 12.3768 21.8636 0.317
H 13.9924 11.3155 20.1766 0.357
H 13.4159 11.2556 21.8401 0.367
H 12.3875 9.6175 20.0555 0.393
H 13.0819 8.8441 21.4817 0.372
H 13.2585 7.2212 18.8837 0.290
H 14.9888 7.2729 18.5609 0.240
H 13.9320 8.5757 17.9471 0.336
C 10.4146 19.7406 11.0616 -0.774
O 11.3789 20.5468 11.6927 -0.209
C 11.7310 21.7607 11.0155 -0.636
C 12.5693 22.4673 12.0172 -0.444
N 11.7536 22.7909 13.2235 0.698
H 11.0908 22.0047 13.3993 0.621
H 12.3649 22.8527 13.9942 -0.406
C 10.8454 24.0248 13.1395 -0.678
C 9.8111 23.9419 14.1946 -0.379
O 9.3982 22.6131 14.2719 -0.361
C 8.6393 22.3551 15.4162 -0.655
H 9.5215 20.4011 10.8095 0.291
H 10.1300 18.9567 11.7477 0.229
H 10.7872 19.3104 10.1016 0.284
H 10.8551 22.3162 10.7295 0.352
H 12.2846 21.5525 10.0768 0.504
H 13.0044 23.3776 11.5665 0.387
H 13.3789 21.8451 12.4069 0.103
H 10.4098 24.0490 12.1251 0.425
H 11.4762 24.9486 13.3816 0.249
H 8.9750 24.6533 13.8934 0.440
H 10.2484 24.2049 15.1392 0.244
H 8.3684 21.3228 15.4415 0.259
H 7.6627 22.9206 15.3805 0.312
H 9.2102 22.6146 16.3453 0.197
C 16.9397 16.4662 12.0469 -0.789
O 16.9127 16.0096 10.6854 -0.435
C 16.1552 16.8064 9.8605 -0.294
C 15.8077 16.0461 8.5365 -0.716
N 17.1065 15.2382 8.1625 -0.119
H 17.7457 15.7916 7.5740 0.442
H 17.5961 15.0937 9.0427 0.398
C 16.9822 14.0011 7.3657 -0.625
C 18.2238 13.8265 6.5657 -0.525
O 18.6282 15.1624 6.1526 -0.439
C 19.8755 15.2099 5.4385 -0.690
H 15.9526 16.6134 12.5561 0.227
H 17.4865 17.4323 12.1492 0.353
H 17.5449 15.7948 12.6156 0.385
H 16.7944 17.6235 9.5525 0.336
H 15.2240 17.0785 10.3852 0.389
H 15.4743 16.6134 7.6576 0.348
H 15.1108 15.2741 8.7946 0.388
H 16.2013 14.3346 6.5659 0.316
H 16.6163 13.1762 8.0011 0.385
H 18.0659 13.1632 5.7191 0.446
H 19.0697 13.3550 7.1414 0.370
H 20.6766 14.9557 6.1820 0.309
H 20.0620 16.1842 5.0785 0.277
H 19.9287 14.4292 4.6091 0.261
C 9.0364 16.2952 17.6301 -0.559
O 10.4036 16.1454 17.3722 -0.413
C 11.0904 17.2065 16.7289 -1.071
C 12.1725 17.8092 17.6031 0.365
N 11.7589 17.7968 19.0298 1.178
H 11.5118 16.8336 19.2807 0.682
H 12.6409 17.9462 19.5748 -0.680
C 10.6211 18.6050 19.4489 0.126
C 10.4507 18.3924 20.8717 -0.631
O 10.4618 17.0148 21.1885 -0.315
C 10.7116 16.6626 22.5538 -0.739
H 8.4763 16.4238 16.6980 0.345
H 8.8451 17.2037 18.2135 0.276
H 8.7358 15.3971 18.1462 0.254
H 10.4136 17.9857 16.4213 0.368
H 11.5035 17.0097 15.7310 0.649
H 12.3000 18.8354 17.2074 -0.390
H 13.1363 17.3070 17.5512 0.512
H 9.6377 18.3508 19.0952 0.072
H 10.8728 19.6316 19.1714 -0.139
H 9.5086 18.8604 21.2250 0.518
H 11.2833 18.8622 21.3646 0.161
H 10.9379 15.5863 22.5796 0.215
H 9.7360 16.7595 23.1361 0.283
H 11.5010 17.2935 22.9316 0.328
C 23.7378 21.7555 17.6931 -0.763
O 22.7418 22.6629 17.9249 -0.311
C 21.8356 22.3779 18.9324 -0.609
C 20.7278 23.4830 18.8453 -0.502
N 20.1675 23.5453 17.4412 0.263
H 20.9509 23.4045 16.8028 0.538
H 19.5236 22.7795 17.3366 0.060
C 19.6320 24.9070 16.9496 -0.693
C 19.5693 24.8351 15.4535 -0.311
O 20.7103 24.0767 15.0790 -0.460
C 20.6937 23.5462 13.7592 -0.627
H 23.3620 20.8101 17.3079 0.312
H 24.1646 21.4018 18.6513 0.321
H 24.4649 22.2271 17.0685 0.259
H 22.4028 22.5441 19.9003 0.456
H 21.3644 21.3718 18.9835 0.368
H 21.3030 24.4195 18.9432 0.363
H 19.9176 23.3280 19.5350 0.295
H 20.3700 25.6148 17.3778 0.557
H 18.7041 25.0024 17.3679 0.211
H 19.5845 25.8609 15.0519 0.413
H 18.6501 24.3342 15.0854 0.214
H 21.4031 22.6941 13.7491 0.286
H 20.9956 24.2595 12.9639 0.287
H 19.6888 23.1962 13.3984 0.203
N 15.9160 20.5951 16.0918 0.119
S 15.3709 19.4984 15.1506 0.946
O 14.1389 19.0092 15.7712 -0.557
O 16.3364 18.7630 14.3430 -0.489
F 14.7351 20.5078 14.0869 -0.235
S 17.2443 21.4095 15.7274 1.018
O 17.5257 22.2934 16.8433 -0.855
O 17.4792 21.9144 14.3844 -0.728
F 18.3688 20.2200 15.9192 -0.357
N 13.5058 22.9926 17.2363 -0.304
S 12.2707 22.0608 16.8393 0.928
O 11.8062 21.3421 18.0168 -0.528
O 12.3323 21.3795 15.6463 -0.500
F 11.0484 23.0935 16.8226 -0.397
S 14.1742 24.0528 16.2773 0.732
O 13.9870 23.8696 14.8934 -0.699
O 15.4449 24.3203 16.8456 -0.468
F 13.3689 25.3309 16.4910 -0.251
N 14.2634 16.0315 20.0954 -0.175
S 14.8890 17.2688 20.7175 1.258
O 13.9537 18.3538 20.6358 -0.699
O 16.2018 17.5818 20.3567 -0.712
F 14.9552 16.8425 22.2765 -0.321
S 14.8786 14.6087 19.8018 1.075
O 15.5926 14.5770 18.5301 -0.611
O 13.9457 13.6128 20.2319 -0.594
F 16.0474 14.4088 20.9865 -0.342
```

---

No. 2
ORCA calculation (ωB97M-V with the def2-TZVPD basis set) on a cluster of 13 separate species, C6H37NO13 in total.

The calculation puts the largest force on an atom at 2.85 eV/A. The calculation puts the LUMO energy at 0.19 eV. The highest occupied orbital energy comes out at -9.5 eV. Its gap between HOMO and LUMO is 9.7 eV.

XYZ file:
```
57
Properties=species:S:1:pos:R:3:mulliken_charge:R:1
C 0.7691 -0.3484 0.0377 -0.245
O 0.4519 -0.8221 -1.2827 -0.364
C -0.6011 -0.2702 0.7537 1.728
C -0.3713 0.2737 2.1197 -1.245
C -1.7114 0.8053 2.7064 -0.749
C -1.4909 3.0044 1.5181 -0.646
C -2.2739 2.0552 2.0057 -0.192
N -1.2898 -1.5836 0.6313 -0.689
H 1.2135 0.6871 -0.1855 -0.083
H 1.6257 -0.9127 0.5053 -0.330
H 0.5673 -0.0808 -1.9215 0.465
H -1.1736 0.4657 0.2133 -0.153
H 0.4171 1.0665 2.2631 0.316
H 0.0064 -0.5593 2.6978 0.387
H -1.5383 1.0556 3.7640 0.448
H -2.4308 0.0015 2.7248 0.331
H -2.1214 3.8723 1.2022 0.286
H -0.4230 2.7915 1.5744 0.121
H -3.3387 2.0044 2.0213 0.385
H -0.8003 -2.3478 1.0638 0.214
H -1.5200 -1.8831 -0.2817 0.239
H 3.1403 -1.5244 2.2815 0.326
H 4.0728 -2.0406 1.2223 0.293
O 4.0026 -1.3101 1.8481 -0.666
H 1.9374 1.8117 -2.7443 0.257
H 0.6830 2.3143 -2.0988 0.371
O 1.0800 1.4829 -2.5188 -0.616
H -0.9240 3.4609 -3.0859 0.426
H -0.2602 4.6232 -2.1921 0.285
O -0.0910 3.8703 -2.7744 -0.699
H -1.3470 -0.6025 -2.3453 0.314
H -1.1037 -1.4026 -3.6893 0.320
O -1.6544 -0.7579 -3.2325 -0.760
H 3.7915 0.4012 1.5030 0.366
H 4.5624 1.7475 1.3886 0.276
O 3.8227 1.2476 0.9892 -0.678
H -2.9662 -0.8982 0.2691 0.401
H -4.2518 -0.0439 -0.0522 0.259
O -3.4384 -0.3997 -0.4079 -0.629
H 1.3823 -3.3895 3.6440 0.269
H 1.9970 -3.4777 2.2419 0.365
O 1.8628 -2.8733 2.9739 -0.643
H -2.2160 1.8448 -3.5835 0.356
H -2.3623 1.9312 -2.1054 0.320
O -2.3474 2.4932 -2.8722 -0.758
H 2.6318 2.7373 0.6785 0.347
H 2.2440 4.2221 0.4264 0.268
O 1.9363 3.3195 0.3383 -0.559
H 2.6263 -3.0605 -1.3314 0.319
H 1.3875 -2.4651 -1.9798 0.321
O 1.7602 -3.3342 -1.7087 -0.762
H -3.8682 -1.5422 -1.7121 0.367
H -2.8380 -2.0346 -2.6223 0.399
O -3.5287 -2.4221 -2.0775 -0.699
H 1.5446 -3.8788 -0.1913 0.419
H 0.9991 -4.9679 0.7307 0.333
O 1.7661 -4.3571 0.6587 -0.726
```

---

No. 3
ORCA calculation (ωB97M-V with the def2-TZVPD basis set) on a structure of composition C2H6P2.

The calculation puts the largest force on an atom at 4.10 eV/A. The calculation puts the LUMO energy at 0.31 eV. The highest occupied orbital energy comes out at -8.6 eV. Its gap between HOMO and LUMO is 8.9 eV.

XYZ file:
```
10
Properties=species:S:1:pos:R:3:mulliken_charge:R:1
C -0.4030 0.8493 -0.2334 -0.621
C 0.9976 0.8988 0.0096 -0.072
P -2.3388 -0.3583 -0.0287 0.022
P 1.7107 -0.3251 1.0671 -0.116
H -2.3256 -1.0415 -1.3930 0.081
H -0.7339 1.6632 -0.8096 0.322
H 1.5834 1.8386 -0.2058 0.321
H -1.6959 -1.4485 0.5606 0.033
H 2.6705 -0.9375 0.1530 0.042
H 0.5349 -1.1390 0.8802 -0.013
```